Density functional theory data (the ωB97M-V functional and the def2-TZVPD basis) for C3HI2NO in the gas phase in a non-equilibrium geometry.

```
8
Properties=species:S:1:pos:R:3:forces:R:3:lowdin_spin:R:1
C 0.948936 -0.609255 -0.619454 -0.35 1.36 -0.55 0.034
C -0.182364 0.279332 -0.275959 0.88 0.86 0.94 0.085
C -1.225151 -0.586752 0.018038 3.00 0.52 -1.40 0.761
N 0.540448 -1.818224 -0.668605 -0.76 -1.14 0.21 0.053
O -0.831513 -1.797275 -0.278874 -0.81 -0.67 0.41 0.096
I 0.085156 2.365849 0.158814 0.43 -1.55 -1.80 0.292
I -1.354783 2.654563 2.634432 -0.83 0.14 1.45 0.676
H 2.019272 -0.488237 -0.968394 -1.57 0.48 0.73 0.002
```
Positions in Å, forces in eV/Å.

The HOMO-LUMO gap (spin up / spin down) comes out at 7.84 / 6.26 eV. As for the spin multiplicity: 3. As for the LUMO energy (spin up / spin down): -0.3 / -2.9 eV. As for the total charge: 0.


Density functional theory data (the ωB97M-V functional and the def2-TZVPD basis) for C3HI3O3 as an isolated structure in a non-equilibrium geometry.

```
10
Properties=species:S:1:pos:R:3:forces:R:3:nbo_charge:R:1
C 0.281301 -0.973258 -2.590628 0.08 -0.54 0.09 1.035
C -0.065682 0.792722 0.011825 -5.26 -0.59 1.41 0.154
C 1.263891 1.058230 0.017396 4.71 1.38 0.75 -0.381
O -0.423229 -0.979177 -3.482117 -1.50 0.36 -1.90 -0.494
O -0.899531 1.158750 -0.831337 1.35 -0.19 0.22 -0.505
O 0.994356 -1.068867 -1.702665 1.40 -0.07 1.53 -0.536
I 4.142703 -1.636845 -0.123816 0.59 -0.68 -0.49 -0.213
I 2.652133 0.276524 1.467397 -2.08 1.17 -0.83 0.499
I 2.073003 2.596302 -1.178955 -0.45 -0.90 0.33 0.285
H -0.540577 0.330432 0.963146 1.17 0.06 -1.12 0.157
```
Positions in Å, forces in eV/Å.

The HOMO-LUMO gap (spin up / spin down) comes out at 7.25 / 5.88 eV. The energy above the lowest of the compared OMol25 structures with the same formula, charge and spin is 2.3057 eV. As for the LUMO energy (spin up / spin down): -2.2 / -2.7 eV. As for the total charge: 0.


Q: Number 1 is which compound?
A: C3HI2NO